The following is a DFT calculation (wB97M-V/def2-TZVPD) of the ion C27H39N4O4 with charge +1.

Structure (XYZ):
```
74
Properties=species:S:1:pos:R:3:forces:R:3:lowdin_charge:R:1
C 1.3708 5.6224 -2.0693 0.0773 -0.3298 0.2560 -0.0538
C 2.1021 4.8125 -1.0045 0.0869 0.4771 -0.1601 -0.2234
H 2.1461 5.3818 -0.0733 0.0999 -0.0883 -0.1343 0.1316
H 3.1289 4.5812 -1.3137 -0.0639 -0.0317 0.0913 0.1185
O 1.4106 3.6282 -0.6486 -0.2142 -0.4042 0.0348 -0.0396
C 1.4130 2.5540 -1.4767 0.0483 -0.0688 -0.1012 -0.1903
C 2.1590 2.4131 -2.6235 -0.0529 -0.0741 0.0595 0.0511
C 2.0790 1.2319 -3.3654 -0.4536 -0.3143 0.3883 -0.1548
C 1.2519 0.1835 -2.9707 0.4291 0.3175 -0.3440 -0.2040
C 0.5003 0.3158 -1.8141 -0.0378 -0.0716 0.0166 0.0652
C 0.5650 1.4848 -1.0501 0.1043 0.0004 -0.2172 -0.1608
N -0.1424 1.6573 0.0743 -0.0009 0.5116 0.3924 0.0557
H -0.0418 2.5257 0.5978 0.0046 -0.1607 -0.1159 0.1319
C -0.9896 0.7004 0.7196 0.0527 0.0611 -0.0355 -0.0885
H -1.8591 0.4556 0.0960 0.0448 -0.1174 0.0792 0.1381
H -0.4392 -0.2209 0.9495 -0.1202 -0.0285 -0.0314 0.1348
C -1.4645 1.3620 2.0278 0.0616 -0.1338 -0.4318 -0.4194
O -1.0858 2.4898 2.2924 0.1369 0.2482 0.0691 0.0638
N -2.3037 0.6635 2.8007 -0.2253 0.0327 0.2079 -0.0520
C -2.7040 -0.7152 2.6384 0.1897 -0.4447 0.0341 -0.1180
H -3.7945 -0.7646 2.7190 0.0603 -0.0485 -0.0915 0.1365
C -2.0955 -1.5526 3.7659 -0.2282 -0.0242 -0.2573 -0.1590
N -2.5578 -1.0389 5.0384 0.0898 0.0354 0.0275 -0.1741
C -2.1261 0.3351 5.2090 -0.1799 0.1567 -0.1073 -0.1616
H -1.0242 0.4236 5.1967 -0.0517 0.0103 0.0235 0.1346
C -2.7112 1.1944 4.0892 0.1926 0.2970 0.3787 -0.1048
H -3.8029 1.1734 4.1443 0.0344 0.0222 0.0164 0.1345
H -2.3566 2.2224 4.1640 -0.1019 -0.1180 -0.0014 0.1245
H -2.4903 0.7021 6.1700 0.0449 0.0131 0.0024 0.1277
C -2.1659 -1.8932 6.1489 -0.0190 0.0398 0.0325 -0.1543
C -2.8216 -3.2440 6.0473 0.0752 -0.0775 0.0585 -0.2374
C -4.1904 -3.3288 5.8203 0.0322 -0.0001 0.0360 -0.0446
C -4.8103 -4.5610 5.7265 -0.0775 0.0225 -0.0072 -0.0787
C -4.0696 -5.7238 5.8644 0.0184 -0.1063 -0.0085 -0.0899
C -2.7070 -5.6473 6.0927 -0.0077 -0.1251 0.0043 -0.0829
C -2.0856 -4.4127 6.1794 -0.0082 0.1242 0.0156 -0.0464
H -1.0207 -4.3583 6.3576 0.1057 0.0242 0.0041 0.1091
H -2.1246 -6.5500 6.2028 0.0410 -0.0787 0.0066 0.1029
H -4.5538 -6.6863 5.7957 -0.0414 -0.0813 -0.0063 0.1020
H -5.8744 -4.6166 5.5510 -0.0914 -0.0024 -0.0081 0.1032
H -4.7595 -2.4175 5.7156 -0.0836 0.0979 -0.0272 0.1134
H -2.4993 -1.4041 7.0695 0.1066 0.0217 -0.0272 0.1325
H -1.0691 -2.0092 6.2058 -0.0708 0.0056 0.0426 0.1271
H -0.9909 -1.5223 3.6887 -0.0494 -0.0244 0.0046 0.1342
H -2.4213 -2.5900 3.6693 0.0562 0.0319 -0.0517 0.1264
H -2.4046 -1.1067 1.6688 -0.0146 0.0358 -0.0197 0.1125
H -0.1455 -0.4815 -1.4918 -0.0915 -0.1272 0.0330 0.1042
O 1.2707 -0.9078 -3.7993 0.1399 0.3687 0.0899 -0.0741
C 0.4332 -2.0195 -3.4990 -0.2339 -0.4943 -0.0598 -0.2337
C 0.6344 -3.0573 -4.5898 0.0151 0.3557 0.2593 -0.0550
H 0.3612 -2.6474 -5.5588 -0.0432 0.0040 -0.0908 0.0803
H 0.0084 -3.9204 -4.3872 -0.0589 -0.1111 -0.0028 0.0844
H 1.6724 -3.3782 -4.6215 0.0781 -0.0648 -0.0047 0.0803
H 0.7094 -2.4319 -2.5215 -0.0409 0.1080 -0.0650 0.1318
H -0.6125 -1.6919 -3.4689 0.1210 0.0173 0.0494 0.1322
N 2.8549 1.0227 -4.5873 -0.3562 -0.2800 0.2807 -0.0520
H 2.5536 0.0796 -4.8876 0.0911 0.1552 -0.0148 0.1757
C 2.5388 1.9760 -5.6771 0.0033 0.3126 -0.8765 -0.0579
H 1.4631 1.9716 -5.8553 0.0479 -0.0585 0.1271 0.1533
H 2.8482 2.9742 -5.3624 -0.0421 -0.1139 0.0928 0.1435
C 3.3080 1.5669 -6.9368 -0.1783 0.1139 0.1171 -0.1659
O 4.6902 1.5361 -6.6905 0.1020 0.0863 -0.0761 -0.1049
C 5.0165 0.6184 -5.6786 -0.0105 0.0196 0.2423 -0.1659
H 6.0995 0.6643 -5.5588 -0.1134 -0.1046 0.0998 0.1432
C 4.3203 0.9851 -4.3648 0.8880 -0.1762 -0.2319 -0.0571
H 4.5442 0.2560 -3.5856 -0.1406 0.0450 -0.0117 0.1534
H 4.6436 1.9741 -4.0354 -0.1404 -0.0595 0.0176 0.1449
H 4.7332 -0.4028 -5.9786 0.0454 0.0466 0.0134 0.1385
H 3.1529 2.2994 -7.7298 -0.1343 -0.0933 0.0859 0.1431
H 2.9566 0.5830 -7.2855 0.0126 0.0641 -0.0105 0.1385
H 2.8123 3.2022 -2.9557 0.0795 0.1902 -0.0011 0.1139
H 0.3766 5.8799 -1.7147 -0.0859 0.0462 0.0057 0.0854
H 1.9186 6.5382 -2.2700 0.0569 0.1071 -0.0520 0.0828
H 1.2683 5.0606 -2.9951 -0.0097 0.0101 -0.1137 0.0638
```
Positions in Å, forces in eV/Å.

## Properties
- orbital gap (eV) = 8.3
- total charge = +1
- highest occupied orbital energy (Eh) = -0.3780
- SMILES = CCOc1cc([NH+]2CCOCC2)c(OCC)cc1NCC(=O)N1CCN(Cc2ccccc2)CC1
- LUMO energy (eV) = -2.0

The following is a DFT calculation (wB97M-V/def2-TZVPD) of a cluster of 2 separate species, C4H7O in total.

Structure (XYZ):
```
12
Properties=species:S:1:pos:R:3:forces:R:3:lowdin_charge:R:1
C -1.4125 1.3541 0.0011 0.1293 0.6033 -0.0708 0.1534
C 2.5497 0.1667 -0.1033 0.7943 0.2155 0.0713 -0.0407
C -1.2233 0.1069 -0.0230 -0.1732 0.5520 0.1074 0.0538
C -1.1326 -1.2732 -0.0197 -0.0731 -1.0953 0.0618 -0.0061
O 1.3912 -0.1424 -0.1685 -0.4131 -0.0335 -0.1076 -0.0310
H -0.6708 2.1051 -0.2349 0.3978 -0.1252 -0.0741 0.1282
H -2.3692 1.7929 0.2654 -0.3677 -0.2980 0.0672 0.1360
H 2.8813 1.1293 0.3081 -0.1358 0.1234 0.0368 0.1004
H 3.3540 -0.4962 -0.4488 -0.0831 -0.1605 -0.0433 0.1039
H -1.1663 -1.6960 0.9855 0.0083 0.0247 0.0239 0.1340
H -1.8398 -1.7456 -0.7047 -0.0549 0.0813 -0.0543 0.1361
H -0.1219 -1.4938 -0.4197 -0.0287 0.1123 -0.0183 0.1319
```
Positions in Å, forces in eV/Å.

## Properties
- orbital gap (eV) = 8.5
- total charge = +1
- highest occupied orbital energy (Eh) = -0.5410
- LUMO energy (eV) = -6.2

The following is a DFT calculation (wB97M-V/def2-TZVPD) of the molecule C5H8N2O2S.

Structure (XYZ):
```
18
Properties=species:S:1:pos:R:3:forces:R:3:lowdin_charge:R:1
C 0.2952 -1.1298 -0.8626 -3.9832 -0.5021 -0.4598 -0.1003
C -0.6973 0.5742 1.4292 0.5095 1.2722 2.9779 -0.1999
C -1.0206 -0.8392 -0.4973 5.8523 -2.5534 -1.1534 -0.5145
C -0.0802 -0.0946 2.4310 0.0002 2.8480 -1.0353 0.0424
C 1.8539 0.4957 -1.2110 0.7105 1.3603 -1.2189 -0.1494
N -1.5206 -0.1182 0.5398 -0.8559 0.9405 0.1148 -0.1824
N 1.4748 -0.5768 -0.3528 0.6358 -0.2733 1.1390 -0.1278
O -2.1455 -1.2345 -1.1456 -1.2973 1.5318 -0.0540 -0.1776
O -2.5685 1.3532 -1.3609 0.1157 0.7264 -0.5978 -0.3890
S -2.8860 0.2549 -0.5143 -0.1278 -1.5194 0.8085 1.0885
H 0.3613 -1.7638 -1.7927 0.1314 0.7212 1.1232 0.1341
H -0.6305 1.6770 1.5331 -0.3231 -0.5912 -1.0732 0.1251
H 0.6171 0.3937 3.1456 -0.7712 -0.4481 -0.6854 0.0864
H -0.2700 -1.0998 2.4270 0.0359 -2.6275 0.4990 0.0428
H 1.1786 1.3880 -1.0684 0.1821 -0.7631 -0.7259 0.0891
H 2.8848 0.9445 -1.0904 -0.7759 -1.1007 0.0872 0.0893
H 1.7499 -0.0331 -2.1790 0.3081 1.5094 -0.2152 0.0847
H 1.4037 -0.1913 0.5695 -0.3473 -0.5311 0.4693 0.0587
```
Positions in Å, forces in eV/Å.

## Properties
- orbital gap (eV) = 7.8
- highest occupied orbital energy (Eh) = -0.2844
- LUMO energy (eV) = 0.1

The following is a DFT calculation (wB97M-V/def2-TZVPD) of a cluster of 2 separate species, C3H8N in total.

Structure (XYZ):
```
12
Properties=species:S:1:pos:R:3:forces:R:3:lowdin_charge:R:1
C 1.9192 -0.3280 0.5769 -0.1225 2.2345 0.0080 -0.0118
C 0.6424 -0.0190 -0.0590 0.9369 0.6877 0.0697 0.1354
C -3.2844 -0.0552 0.2114 -1.0449 -1.8869 0.9180 0.0786
N 1.8940 0.2373 -0.7971 0.0237 0.1570 -1.3795 0.0935
H 2.6214 0.2194 1.2273 -1.1120 -0.0830 0.1950 0.1591
H 2.0122 -1.3419 0.5670 0.9366 -2.8371 0.0674 0.1032
H -0.1665 0.6894 -0.0530 -0.1402 0.0400 0.1963 0.1068
H -2.2076 0.1232 0.2652 -0.8055 0.5054 -0.3001 -0.0681
H -4.1493 0.5323 -0.1331 1.2138 0.1922 -0.0039 0.0014
H -3.6132 -1.0263 0.6844 0.5759 1.1708 -0.5924 0.0074
H 2.1047 1.2418 -0.8430 0.1505 -0.4146 -0.1091 0.1861
H 2.2271 -0.2729 -1.6471 -0.6122 0.2342 0.9304 0.2084
```
Positions in Å, forces in eV/Å.

## Properties
- orbital gap (spin up / spin down) (eV) = 5.4 / 12.0
- total charge = +1
- highest occupied orbital energy (spin up / spin down) (Eh) = -0.4342 / -0.5848
- LUMO energy (spin up / spin down) (eV) = -6.4 / -3.9

The following is a DFT calculation (wB97M-V/def2-TZVPD) of a cluster of 2 separate species, C3H7NO in total.

Structure (XYZ):
```
12
Properties=species:S:1:pos:R:3:forces:R:3:lowdin_charge:R:1
C -1.3750 2.3971 0.0674 2.2778 -1.7898 3.2833 -0.1190
N -0.8671 2.1589 1.2451 -0.7672 0.1826 -1.8814 0.0208
H -2.0988 3.1380 -0.0333 -1.1798 1.3963 -0.0135 0.0229
H -1.1243 1.8593 -0.8193 0.3625 -0.5466 -0.7020 0.0381
H -0.1713 1.3792 1.2948 -0.7085 0.7902 -0.6646 0.0111
O 1.2168 -0.0108 0.4051 -0.6525 -0.4852 -1.0547 -0.0162
C 1.1368 -0.8668 -0.4679 2.0980 1.2536 1.3714 -0.2927
C 0.4390 -2.1640 -0.1756 1.4592 0.4702 -1.4761 -0.0431
H 1.8891 -0.7252 -1.3023 -1.1148 -0.4359 -0.0275 0.1281
H 0.9210 -2.3760 0.7749 -0.0209 -0.9559 -0.0626 0.0898
H 0.5975 -2.8656 -1.0327 -0.3425 0.2271 1.1836 0.0952
H -0.5636 -1.9241 0.0437 -1.4113 -0.1067 0.0442 0.0650
```
Positions in Å, forces in eV/Å.

## Properties
- orbital gap (eV) = 10.3
- highest occupied orbital energy (Eh) = -0.3533
- SMILES = CC=O.C=N
- LUMO energy (eV) = 0.6

The following is a DFT calculation (wB97M-V/def2-TZVPD) of the ion C2H4NO5P with charge -2.

Structure (XYZ):
```
13
Properties=species:S:1:pos:R:3:forces:R:3:lowdin_charge:R:1
C 0.1441 0.2925 -0.5007 -0.8406 0.7239 0.1656 -0.1040
C -0.5804 0.0809 0.8623 1.5836 -0.3807 -0.2709 -0.3062
N -1.7909 0.7148 0.8445 -4.0200 1.0212 -1.3238 -0.4424
O -0.1063 0.9358 3.5221 -0.7097 0.5429 0.8693 -0.4264
O 1.6396 1.6120 1.7616 0.7630 1.4739 -0.6549 -0.4226
O -2.8525 0.1771 1.2597 1.0998 -0.7898 0.9914 -0.0789
O -1.9834 1.7912 0.2539 1.3665 0.6162 -0.0972 -0.0562
O 1.3072 -0.8431 2.3298 0.0915 0.6500 0.3310 -0.4903
P 0.7608 0.5935 2.3703 0.2830 -2.8910 -0.3301 0.0660
H 0.4510 1.3498 -0.6684 -0.3271 -0.7554 0.4360 0.0700
H -0.4759 -0.0145 -1.3448 -0.7572 0.2354 -0.1205 0.0453
H 0.9910 -0.3145 -0.6854 1.2016 -0.6662 0.8184 0.0403
H -0.7553 -0.9065 1.3055 0.2658 0.2195 -0.8142 0.1056
```
Positions in Å, forces in eV/Å.

## Properties
- orbital gap (eV) = 6.9
- total charge = -2
- highest occupied orbital energy (Eh) = -0.0023
- SMILES = C[C@H]([N+](=O)[O-])P(=O)([O-])[O-]
- LUMO energy (eV) = 6.8

Energy above the lowest of the compared OMol25 structures with the same formula, charge and spin list, top to bottom, in kcal/mol: 0.0, 26.1, 127.2, 134.4, 58.5, 104.9
Largest force on an atom list, top to bottom, in eV Å⁻¹: 0.9, 1.1, 6.5, 3.0, 4.4, 4.4